# 1
49
Properties=species:S:1:pos:R:3:forces:R:3 method="wB97M-V/def2-TZVPD" s2=0.77 multiplicity=2 e_homo_ev="-4.78 / -4.72" de_lowest_kcal_mol=719.5 lumo_ev="0.2 / 0.2" charge=-1
Mo 0.116 -0.144 0.594 2.014 -0.312 0.244
S 1.047 0.624 2.632 -0.509 -0.016 -0.476
C 2.559 0.837 1.785 0.105 0.169 -0.237
S 2.382 0.633 0.082 0.029 -0.147 0.102
C 3.750 1.116 2.397 0.061 0.012 0.218
C 3.850 1.292 3.811 0.022 0.000 -0.067
N 3.974 1.446 4.945 -0.037 -0.013 0.042
C 4.960 1.244 1.651 -0.056 -0.003 0.041
N 5.953 1.350 1.078 0.026 0.000 -0.060
N -0.196 -0.899 -1.529 -0.104 0.314 -0.069
C 0.238 0.025 -2.597 0.011 0.011 -0.074
C -0.526 1.344 -2.562 0.019 0.014 0.156
C 0.006 2.343 -1.540 -0.049 0.273 0.036
O 0.588 3.330 -1.893 0.083 -0.029 0.043
O -0.256 2.096 -0.237 -0.396 -1.136 -0.277
H 0.396 -1.727 -1.532 -0.032 -0.017 0.059
H -1.156 -1.199 -1.680 0.020 -0.031 0.021
H 0.100 -0.431 -3.579 0.046 -0.070 0.016
H 1.302 0.212 -2.451 0.018 -0.043 -0.088
H -1.585 1.164 -2.350 -0.016 -0.076 -0.128
H -0.443 1.821 -3.536 -0.027 0.038 0.014
C -7.304 -2.575 -0.046 -0.021 0.093 0.083
C -6.346 -1.833 0.858 0.302 -0.280 0.314
C -6.456 -2.055 2.213 0.149 0.295 0.048
C -5.648 -1.538 3.505 -1.580 -0.843 -3.512
C -4.714 -0.832 2.984 -0.884 -2.124 2.830
C -4.536 -0.437 0.889 -4.727 0.229 -2.633
C -5.337 -0.962 0.008 -1.547 -2.090 2.539
S -2.217 -0.763 2.301 11.665 -1.540 3.685
O -1.278 -0.955 3.441 -1.869 -1.117 1.033
O -4.058 1.250 2.609 -1.014 2.200 2.225
N -1.553 -1.581 1.098 -1.755 1.551 -0.904
C -1.172 -2.954 1.412 0.007 0.292 0.203
C 0.323 -3.091 1.144 -0.091 0.131 -0.183
O 0.847 -4.177 1.115 0.086 -0.013 0.041
O 0.955 -1.951 0.927 -0.558 -0.003 -0.482
H -8.019 -3.159 0.528 -0.049 0.001 -0.073
H -6.748 -3.248 -0.702 -0.018 0.014 -0.027
H -7.848 -1.868 -0.675 -0.024 -0.029 -0.015
H -7.224 -2.763 2.498 -0.015 -0.039 -0.129
H -5.911 -1.811 4.511 0.085 -0.036 0.025
H -3.146 0.628 1.272 3.433 0.871 -3.147
H -5.374 -0.897 -1.064 0.004 0.082 -0.006
H -1.740 -3.667 0.816 0.111 -0.078 -0.021
H -1.333 -3.154 2.473 0.118 -0.226 -0.022
Cl -3.782 -0.010 2.101 -4.605 1.151 0.413
Ge -2.175 1.684 0.340 0.556 2.443 -0.366
Cl -1.720 2.727 2.225 0.404 0.145 -0.363
Cl -4.640 2.940 0.537 0.610 -0.020 -1.070


# 2
40
Properties=species:S:1:pos:R:3:forces:R:3 method="wB97M-V/def2-TZVPD" s2=6.03 multiplicity=5 e_homo_ev="-11.64 / -11.70" de_lowest_kcal_mol=0.0 lumo_ev="-2.3 / -5.9" charge=+1
Rh -0.140 0.068 0.390 -0.117 -0.037 0.204
C 3.108 0.118 0.875 0.052 -0.036 0.002
O 2.089 0.113 -0.135 -0.032 0.060 0.006
C 2.322 1.016 -1.225 -0.057 0.090 0.017
C 1.363 2.183 -1.156 0.020 -0.133 0.001
O 0.029 1.652 -1.227 0.149 -0.034 -0.082
C -0.966 2.687 -1.285 -0.023 -0.003 -0.002
H 4.055 -0.200 0.436 -0.011 -0.004 -0.003
H 2.800 -0.593 1.637 0.001 0.014 0.005
H 3.209 1.108 1.319 -0.002 0.003 -0.011
H 2.167 0.454 -2.147 0.000 0.008 -0.008
H 3.351 1.376 -1.200 -0.003 0.000 -0.011
H 1.526 2.858 -2.000 0.018 -0.005 -0.007
H 1.479 2.739 -0.220 0.004 0.008 -0.004
H -0.803 3.292 -2.177 0.002 -0.002 0.003
H -0.913 3.310 -0.391 0.000 -0.002 -0.004
H -1.934 2.198 -1.340 0.004 0.006 -0.004
Cl -3.006 0.170 0.356 -0.101 0.031 0.086
C -2.457 1.165 1.692 0.046 0.003 -0.024
C -1.085 1.238 1.839 -0.072 -0.025 -0.081
C -0.593 2.042 2.850 -0.005 -0.020 0.024
Cl 1.125 2.186 3.038 0.009 0.004 0.000
C -1.447 2.734 3.709 0.022 -0.009 -0.013
Cl -0.814 3.711 4.966 -0.001 0.012 0.002
C -2.831 2.624 3.536 -0.023 -0.011 -0.004
Cl -3.893 3.465 4.580 -0.002 -0.003 -0.005
C -3.355 1.832 2.509 0.005 0.013 0.016
Cl -5.043 1.691 2.266 0.000 0.002 0.000
S -0.382 -2.308 0.755 0.155 0.043 -0.196
C -0.131 -3.184 -0.689 -0.025 -0.034 0.017
C -0.063 -2.574 -1.959 0.018 0.125 -0.008
C 0.129 -3.341 -3.085 0.002 -0.051 0.011
C 0.263 -4.726 -2.970 -0.002 0.022 -0.005
C 0.199 -5.345 -1.725 0.010 0.011 -0.006
C -0.004 -4.588 -0.592 -0.035 -0.032 0.040
H -0.179 -1.500 -2.049 -0.006 -0.012 0.045
H 0.170 -2.874 -4.059 0.003 0.006 -0.003
H 0.412 -5.324 -3.860 0.004 -0.003 0.000
H 0.304 -6.418 -1.646 -0.007 -0.004 0.002
H -0.064 -5.053 0.383 -0.002 -0.003 0.001


# 3
37
Properties=species:S:1:pos:R:3:forces:R:3 method="wB97M-V/def2-TZVPD" smiles="CC(C)[C@@H](c1cc(F)ccc1F)S(=O)(=O)c1ccc(Cl)cc1" multiplicity=1 e_homo_ev=-9.46 de_lowest_kcal_mol=0.0 lumo_ev=0.1 charge=0
C -0.272 -0.868 3.603 -0.547 -1.289 0.440
C -0.821 -1.818 2.503 -0.282 -1.004 0.471
C -2.131 -2.461 2.995 0.147 0.434 -0.543
C -1.056 -1.129 1.120 0.431 0.478 0.469
C 0.217 -0.336 0.774 -1.071 0.887 0.011
C 1.434 -0.980 0.555 0.939 0.189 -0.032
C 2.617 -0.219 0.380 -1.526 0.630 0.086
F 3.803 -0.811 0.104 -0.655 0.201 0.285
C 2.540 1.190 0.420 0.040 -0.326 -0.658
C 1.315 1.849 0.579 -0.906 -0.508 0.324
C 0.158 1.076 0.811 1.338 -0.380 -0.543
F -1.017 1.713 1.030 0.327 -0.326 -0.104
S -1.605 -2.305 -0.201 -0.842 -2.538 0.530
O -3.027 -2.680 0.012 2.232 1.575 -0.533
O -0.687 -3.463 -0.183 -0.541 1.985 -0.348
C -1.433 -1.399 -1.787 1.238 -0.839 -0.143
C -2.499 -0.671 -2.284 -0.646 0.271 0.156
C -2.413 -0.033 -3.516 1.696 -0.295 -0.529
C -1.235 -0.184 -4.284 0.157 -0.141 0.490
Cl -1.052 0.648 -5.824 -0.268 -0.356 0.593
C -0.158 -0.975 -3.838 -1.125 -0.580 1.238
C -0.248 -1.588 -2.563 -1.460 0.975 -0.391
H 0.773 -0.689 3.446 0.525 0.458 -0.091
H -0.843 0.040 3.611 -0.139 0.691 0.118
H -0.370 -1.347 4.633 0.017 0.462 -1.419
H -0.067 -2.624 2.393 -0.370 0.350 -0.232
H -2.977 -1.758 2.845 0.316 -0.621 0.144
H -2.296 -3.410 2.507 -0.423 -0.039 -0.535
H -2.039 -2.725 4.028 -0.007 0.134 0.807
H -1.943 -0.474 1.232 0.585 -0.068 -0.198
H 1.417 -2.078 0.551 0.312 0.479 -0.116
H 3.418 1.793 0.182 -0.102 -0.323 0.212
H 1.196 2.949 0.508 0.331 -0.874 0.179
H -3.441 -0.596 -1.729 0.486 -0.088 -0.059
H -3.192 0.592 -3.893 -0.445 0.142 -0.101
H 0.671 -1.240 -4.476 0.132 0.399 -0.082
H 0.547 -2.215 -2.200 0.105 -0.145 0.103


# 4
37
Properties=species:S:1:pos:R:3:forces:R:3 method="wB97M-V/def2-TZVPD" multiplicity=1 e_homo_ev=-8.31 de_lowest_kcal_mol=11.2 lumo_ev=0.5 charge=0
C -5.314 -1.511 -0.247 0.009 0.015 0.018
C -3.888 -1.120 -0.023 -0.068 0.056 0.017
C -2.838 -1.976 -0.333 -0.044 0.102 0.011
C -1.521 -1.620 -0.120 0.068 0.167 -0.034
C -1.213 -0.363 0.397 -0.764 -0.108 -0.292
N 0.104 -0.062 0.675 0.685 0.230 0.624
C 0.763 0.929 0.271 -0.952 0.279 -0.351
S 0.090 2.105 -0.910 0.049 -0.028 -0.002
C 1.171 3.581 -0.784 -0.128 -0.307 0.034
C 2.593 3.233 -0.397 -0.132 0.020 0.175
C 2.595 2.424 0.895 0.351 0.243 -0.184
N 2.080 1.087 0.650 0.515 0.066 0.103
C 2.911 0.012 0.937 0.084 -0.054 0.196
O 3.929 0.164 1.574 0.019 -0.212 0.068
C 2.543 -1.270 0.317 -0.096 -0.172 -1.185
C 2.059 -1.567 -0.935 0.448 0.338 0.757
C 2.075 -2.972 -1.036 0.209 -0.313 0.416
C 2.570 -3.424 0.153 -0.344 -0.362 -0.798
O 2.867 -2.406 0.961 0.222 0.296 0.568
C -2.250 0.511 0.720 0.114 -0.082 0.021
C -3.558 0.122 0.512 0.210 -0.228 -0.112
Cl -4.820 1.231 0.933 -0.166 0.176 0.070
H -5.866 -1.483 0.692 -0.107 -0.023 0.001
H -5.378 -2.513 -0.663 -0.019 -0.065 -0.028
H -5.795 -0.813 -0.931 -0.105 -0.010 -0.025
H -3.062 -2.948 -0.746 -0.048 -0.099 -0.038
H -0.719 -2.298 -0.362 0.101 -0.088 0.036
H 0.714 4.240 -0.044 0.092 0.057 -0.062
H 1.117 4.054 -1.763 -0.042 0.005 0.023
H 3.072 2.651 -1.188 0.045 0.028 0.023
H 3.159 4.155 -0.256 0.026 0.011 -0.001
H 1.988 2.922 1.658 0.070 -0.029 0.006
H 3.608 2.296 1.283 -0.238 0.045 -0.008
H 1.736 -0.872 -1.683 -0.095 0.228 -0.102
H 1.765 -3.561 -1.875 -0.035 -0.190 -0.133
H 2.745 -4.416 0.522 0.065 -0.067 0.155
H -2.031 1.478 1.145 0.000 0.072 0.035


# 5
41
Properties=species:S:1:pos:R:3:forces:R:3 method="wB97M-V/def2-TZVPD" multiplicity=1 e_homo_ev=-7.03 de_lowest_kcal_mol=254.7 lumo_ev=-1.4 charge=0
F 3.451 -0.225 -2.980 -0.155 -0.789 -0.316
C 2.383 -0.965 -2.652 0.767 0.891 0.063
F 1.909 -1.625 -3.723 0.393 0.440 0.851
F 2.751 -1.856 -1.694 -0.343 0.379 -0.797
S 1.084 0.152 -1.923 2.337 1.701 -1.051
C -0.119 -0.843 -0.877 1.732 0.634 1.734
C -1.498 -0.819 -1.552 -0.645 0.101 0.338
C -2.205 -2.021 -1.820 0.132 0.197 0.343
C -3.516 -2.010 -2.302 -0.636 0.618 -0.303
C -4.147 -0.777 -2.587 2.460 0.144 0.943
N -5.532 -0.717 -2.959 -3.260 0.209 -0.842
O -6.048 0.409 -3.168 1.331 -2.300 0.449
O -6.187 -1.784 -3.038 1.635 2.028 0.200
C -3.408 0.417 -2.427 -0.706 -0.664 -0.489
C -2.097 0.377 -1.951 -0.587 0.352 0.504
O 1.797 0.796 -0.743 0.898 -0.426 -4.257
O 0.462 0.999 -2.915 0.620 0.480 -0.432
H 0.310 -1.828 -1.100 0.156 0.042 1.142
H -1.753 -2.995 -1.609 -0.076 0.380 0.063
H -4.115 -2.916 -2.451 0.528 0.304 0.119
H -3.893 1.357 -2.704 0.290 -0.315 0.223
H -1.598 1.335 -1.825 -0.004 -0.324 0.000
C 1.862 -1.431 1.663 -0.033 -0.269 0.099
N 1.244 -0.132 1.561 0.568 -0.607 -1.210
C 1.599 0.859 2.469 0.517 1.284 0.752
C 2.155 0.509 3.739 -0.356 -0.029 0.125
C 2.520 1.478 4.681 -0.091 1.102 -0.577
C 2.377 2.859 4.375 -0.171 -0.733 -0.439
C 1.857 3.216 3.109 0.175 0.009 0.647
C 1.491 2.248 2.173 -0.250 -0.710 -0.030
C 0.500 0.121 0.370 -4.413 -2.391 0.902
H 2.657 -1.410 2.407 0.061 -0.002 -0.372
H 1.127 -2.159 2.021 -0.062 -0.206 -0.184
H 2.278 -1.751 0.700 -0.091 0.058 0.194
H 2.252 -0.543 4.041 -0.109 0.604 -0.206
H 2.934 1.191 5.661 -0.302 0.012 -0.660
H 2.667 3.631 5.103 -0.172 -0.452 -0.433
H 1.742 4.284 2.856 0.093 -0.718 0.111
H 1.109 2.543 1.188 0.290 0.008 0.486
H -0.134 1.017 0.431 -0.049 -0.779 0.163
H -0.266 -0.989 0.454 -2.472 -0.266 2.145


# 6
42
Properties=species:S:1:pos:R:3:forces:R:3 method="wB97M-V/def2-TZVPD" multiplicity=1 e_homo_ev=-4.93 de_lowest_kcal_mol=2.7 lumo_ev=2.3 charge=-1
F 2.931 -2.430 1.945 -1.007 0.424 0.033
C 1.730 -1.890 1.554 -1.110 0.204 -0.810
F 0.768 -2.826 1.683 1.361 0.709 0.349
F 1.457 -0.836 2.376 0.394 -1.058 -0.253
S 1.794 -1.369 -0.222 -2.292 -2.135 2.010
N -1.726 -1.620 0.761 2.873 -0.360 -1.183
C -2.192 -2.900 0.704 0.327 1.697 -0.042
O -1.612 -3.912 0.302 -0.613 0.732 0.438
C -3.589 -2.826 1.235 -1.014 -0.774 0.547
C -3.954 -1.541 1.565 -0.886 1.441 0.338
C -5.177 -1.211 2.129 -0.119 -0.604 -0.037
C -6.084 -2.256 2.358 0.605 0.009 -0.160
C -5.721 -3.580 2.045 -0.416 0.435 0.270
C -4.472 -3.865 1.504 0.112 0.051 -0.158
S -2.597 -0.392 1.193 -1.231 -2.986 0.559
O -2.186 0.213 2.441 0.150 0.291 -0.375
O -2.979 0.464 0.102 0.099 0.450 -0.032
H -5.385 -0.172 2.396 -0.069 -0.361 -0.093
H -7.046 -2.035 2.803 -0.070 -0.119 -0.012
H -6.432 -4.381 2.255 0.224 0.158 -0.076
H -4.156 -4.880 1.293 -0.089 -0.033 -0.037
C 3.511 3.856 -2.268 -0.034 0.122 0.052
C 2.812 2.564 -1.884 0.705 -0.523 0.407
C 2.010 2.004 -3.065 0.202 0.178 0.156
C 3.936 1.566 -1.513 0.355 -0.114 -0.509
C 3.389 0.232 -1.101 1.081 0.741 -0.847
O 3.775 -0.791 -1.659 -0.439 1.764 0.841
C 2.250 0.305 -0.051 0.664 -0.018 0.017
C 1.217 1.516 -0.185 -0.382 -0.568 0.017
O 0.062 1.427 0.148 1.474 0.049 -0.425
C 1.880 2.801 -0.688 -0.143 0.307 -0.338
H 4.096 4.228 -1.419 -0.059 0.053 -0.132
H 4.194 3.686 -3.107 -0.113 0.087 0.054
H 2.776 4.608 -2.546 0.020 0.190 -0.096
H 1.534 1.053 -2.798 0.002 0.128 -0.201
H 1.231 2.726 -3.329 0.025 -0.199 -0.107
H 2.680 1.849 -3.923 -0.285 -0.039 0.162
H 4.564 1.373 -2.396 -0.099 0.186 0.213
H 4.607 1.947 -0.724 -0.383 0.071 -0.051
H 2.580 0.459 1.000 0.452 0.034 -0.741
H 2.411 3.334 0.116 -0.012 -0.434 0.006
H 1.112 3.501 -1.031 -0.257 -0.190 0.243